C4H3O6Sm as an isolated structure, computed with ωB97M-V/def2-TZVPD.

```
14
Properties=species:S:1:pos:R:3:forces:R:3:mulliken_charge:R:1
O -1.4587 0.8519 0.2272 -0.9 1.1 -0.5 -0.135
C -0.4227 0.1135 0.4656 0.4 -0.4 0.5 -0.402
O 1.8267 -0.2283 -0.3454 0.5 -0.2 0.1 -0.273
C 1.7045 -1.3227 -1.0637 -0.9 -0.5 -0.5 1.028
C 0.7211 0.6657 -0.3143 -0.6 0.3 -1.0 -0.163
O 0.6650 -1.5609 -1.7480 0.0 -0.6 -0.5 -0.780
O 2.6628 -2.1480 -1.0649 0.7 -1.1 -0.5 -0.815
H 0.4240 0.9498 -1.3354 0.2 0.0 0.1 0.257
H 1.0751 1.5727 0.2002 -0.1 -0.3 0.0 0.325
Sm 1.7999 -3.8602 -2.6399 -0.1 2.4 1.6 1.646
O -2.4534 2.0596 1.8470 -1.6 1.6 -0.5 -0.467
C -2.4229 0.8470 1.3654 4.8 -3.8 2.9 0.738
O -2.4367 -0.1809 1.9983 -2.4 1.7 -1.6 -0.335
H -1.6847 2.2408 2.4078 -0.1 -0.2 0.0 0.377
```
Positions in Å, forces in eV/Å.

The charge is +1. The calculation puts the relative energy (zero: lowest compared OMol25 entry of this formula, charge and spin) at 46.3 kcal per mole. The total energy is -1263.2725 a.u. For the molecular weight, the calculation gives 297.422 Da. The value obtained for the orbital gap (spin up / spin down) is 5.47 / 5.60 eV. As for the spin multiplicity: 7. The calculation puts the HOMO energy (spin up / spin down) at -11.085 / -11.085 eV.